The following is a DFT calculation (ωB97M-V with the def2-TZVPD basis set) of 7 unconnected molecules or ions with the total composition C9H32O7 in a non-equilibrium geometry.

Each line ends with the Mulliken charge.
Element x y z (Å)
C 6.917 2.917 -21.847  -1.46
C 7.003 3.057 -20.310  1.14
C 6.983 4.528 -19.805  -1.47
O 5.915 2.226 -19.858  -0.66
H 6.019 3.292 -22.338  0.35
H 7.106 1.901 -22.193  0.38
H 7.764 3.478 -22.242  0.42
H 7.986 2.680 -20.031  -0.24
H 7.814 5.101 -20.216  0.35
H 6.863 4.559 -18.722  0.36
H 6.056 4.951 -20.192  0.40
H 5.052 2.617 -20.014  0.36
C 7.674 -1.958 -16.517  -1.07
C 8.331 -3.354 -16.673  0.49
C 9.695 -3.285 -17.405  -1.07
O 8.564 -3.912 -15.445  -0.55
H 6.605 -2.054 -16.325  0.35
H 7.888 -1.374 -17.412  0.15
H 8.010 -1.395 -15.646  0.36
H 7.640 -3.986 -17.231  0.24
H 9.568 -3.120 -18.475  0.13
H 10.263 -4.214 -17.357  0.50
H 10.194 -2.469 -16.882  0.25
H 9.051 -4.721 -15.618  0.31
C 9.031 -0.867 -20.286  -0.22
O 10.379 -0.538 -20.018  -0.48
H 8.968 -1.348 -21.262  0.32
H 8.678 -1.544 -19.508  -0.03
H 8.398 0.015 -20.186  -0.01
H 10.976 -0.943 -20.652  0.28
C 11.126 3.204 -19.715  -0.55
O 10.838 2.275 -20.686  -0.53
H 12.143 3.015 -19.372  0.26
H 11.098 4.227 -20.089  0.23
H 10.318 3.065 -18.997  0.23
H 10.852 1.365 -20.379  0.45
C 11.716 -2.040 -23.327  -0.61
O 12.200 -1.735 -21.993  -0.50
H 12.221 -2.872 -23.818  0.31
H 10.649 -2.259 -23.305  0.24
H 11.810 -1.151 -23.952  0.28
H 13.158 -1.786 -21.961  0.26
O 11.269 0.464 -17.581  -0.65
H 10.837 0.093 -18.350  0.33
H 12.143 0.074 -17.585  0.29
O 5.619 0.061 -21.475  -0.65
H 5.836 -0.683 -20.913  0.30
H 5.662 0.821 -20.895  0.41

Cartesian forces, eV/Å:
1.6 0.8 0.0
-0.6 0.6 -1.9
-1.5 -1.2 -0.6
0.7 -0.1 1.6
-0.2 0.1 0.4
-0.3 -0.1 0.4
0.0 0.3 -0.3
-0.4 -0.8 0.4
0.1 -0.1 0.3
0.6 0.1 0.0
-0.1 0.4 -0.1
0.1 0.5 -0.1
0.2 -0.6 0.2
0.3 1.0 -1.6
-1.0 0.4 0.0
0.0 -0.7 1.9
-0.1 -0.1 -0.5
-0.3 0.1 0.0
0.6 -0.2 -0.1
-0.2 -0.1 -0.3
0.1 0.5 0.1
0.0 -0.1 0.4
0.6 0.0 -0.5
0.0 -0.2 0.3
-0.1 -0.3 0.3
0.2 0.6 0.3
-0.4 0.2 0.0
0.0 -0.3 -0.2
0.1 0.2 -0.5
0.2 -0.3 -0.3
0.0 -0.2 0.9
-0.4 -0.4 -2.8
-0.1 0.2 0.8
-0.2 -0.1 -0.4
0.6 0.6 1.0
0.0 -0.1 0.5
0.1 0.7 0.1
-0.7 -0.5 -0.5
0.2 -0.1 0.3
0.1 -0.1 0.5
0.2 0.0 -0.1
0.0 0.0 -0.2
0.1 0.4 0.6
-0.2 -0.3 -0.5
0.2 -0.1 0.0
-0.1 -0.8 -0.7
0.0 -0.2 0.1
0.2 0.5 0.5

Calculated values
HOMO level: -0.357 hartree
energy: -888.69149 a.u.
LUMO level: 0.4 eV
ΔE to the lowest compared entry with this formula, charge and spin: 61.9 kcal/mol
largest force on an atom: 2.84 eV Å⁻¹
SMILES: CC(C)O.CC(C)O.CO.CO.CO.O.O